[1]
The following is a quantum chemistry calculation of 2 unconnected molecules or ions with the total composition C23H43BClFN3O6S in a non-equilibrium geometry, from OMol25.

Results
E_LUMO, eV: -2.503
Total energy, eV: -68047.9668
HOMO-LUMO gap, eV: 8.5
Maximum force, eV/A: 2.98
Charge: +1

Cartesian coordinates (Å):
1 C -3.8288 2.1184 -3.6043
2 C -3.5389 2.0902 -2.0512
3 C -2.0618 1.6033 -1.6984
4 C -1.8251 0.1949 -2.4116
5 C -2.0428 1.3582 -0.1338
6 O -3.1852 1.7907 0.6275
7 C -2.7824 2.2608 1.8699
8 O -3.3162 3.0542 2.5663
9 C -1.3676 1.5515 2.1957
10 C -0.8051 2.4558 3.3401
11 C 0.6449 1.9901 3.8602
12 C 0.6189 1.3488 5.2978
13 C 0.9168 -0.2004 5.3407
14 S 2.5075 -0.6987 4.5392
15 C 2.0145 -1.9053 3.2775
16 N 2.1032 -1.6092 1.9745
17 N 1.6406 -2.6755 1.2603
18 C 1.2821 -3.5861 2.1706
19 O 1.4938 -3.1770 3.4611
20 C -1.8615 0.0984 2.6061
21 F -0.7900 -0.8392 2.6887
22 C -2.6130 0.0550 3.9809
23 C -3.0228 -1.4270 4.3943
24 C -0.7682 1.7161 0.7410
25 Cl 0.4218 0.4149 0.1927
26 B 0.0684 3.0509 0.3963
27 O -0.3030 4.0426 -0.5339
28 O 1.2642 3.2494 1.1359
29 C 2.4255 3.2565 0.2940
30 H -4.7025 2.7948 -3.7706
31 H -4.1705 1.0837 -3.8898
32 H -2.9423 2.4034 -4.2191
33 H -3.7156 3.1064 -1.6218
34 H -4.2291 1.3174 -1.6136
35 H -1.2763 2.2939 -2.0842
36 H -0.8003 -0.2141 -2.2203
37 H -1.9466 0.2489 -3.5218
38 H -2.5405 -0.5721 -1.9969
39 H -2.0412 0.2292 -0.0832
40 H -0.7595 3.5468 3.0701
41 H -1.4541 2.4298 4.2570
42 H 1.1840 1.3723 3.1028
43 H 1.2360 2.9444 3.9555
44 H -0.3657 1.4980 5.8246
45 H 1.3866 1.8450 5.9552
46 H 1.0218 -0.4788 6.4280
47 H 0.0312 -0.7845 4.9783
48 H 0.8395 -4.5556 1.8527
49 H -2.5799 -0.3284 1.8517
50 H -2.0585 0.5195 4.8271
51 H -3.5814 0.6043 3.8344
52 H -2.8994 -1.5511 5.5048
53 H -2.3775 -2.2070 3.9218
54 H -4.0767 -1.6645 4.0860
55 H 0.1639 3.9089 -1.3789
56 H 2.8667 2.2205 0.2404
57 H 2.2057 3.5641 -0.7614
58 H 3.2247 3.9289 0.7031
59 C 2.8285 -1.3084 -3.0506
60 N 2.8751 -2.6528 -3.7273
61 C 3.3652 -3.6642 -2.7212
62 C 3.8397 -2.6036 -4.8755
63 C 1.4812 -3.0879 -4.1869
64 C 0.8332 -2.1851 -5.2290
65 O 0.6683 -0.8639 -4.7246
66 H 3.7682 -1.1622 -2.5163
67 H 2.7332 -0.5295 -3.7993
68 H 1.9952 -1.3022 -2.3502
69 H 4.3593 -3.3694 -2.3892
70 H 3.4041 -4.6403 -3.2038
71 H 2.6722 -3.6775 -1.8799
72 H 3.5275 -1.8263 -5.5696
73 H 3.8453 -3.5764 -5.3655
74 H 4.8281 -2.3675 -4.4837
75 H 0.8651 -3.1204 -3.2861
76 H 1.5866 -4.0996 -4.5843
77 H -0.1546 -2.5848 -5.4771
78 H 1.4232 -2.1505 -6.1492
79 H 0.3233 -0.3136 -5.4405

Atomic forces in eV per Å
-0.5 -0.6 0.8
0.8 -0.2 -0.8
-1.3 -0.7 -0.2
0.1 0.0 0.4
1.2 -1.9 0.2
0.0 1.5 0.3
1.8 -1.2 -0.8
-0.8 -0.3 -0.5
-1.7 1.3 0.1
1.6 -0.8 0.9
-0.4 1.3 0.3
0.7 -0.5 -0.1
-1.0 0.1 1.2
-0.9 -1.2 -0.6
-0.1 1.1 -1.9
0.2 -0.2 2.4
-0.6 -1.9 2.2
0.3 1.1 -1.7
0.1 0.6 -1.3
-0.1 -0.3 0.8
-0.4 0.8 -0.2
-0.8 -0.7 -0.3
0.2 0.0 -0.1
-1.2 -0.7 -0.2
0.1 0.6 0.4
1.0 1.2 1.0
0.4 -1.7 -0.1
-0.8 -0.7 -1.6
1.1 -0.2 -0.2
0.9 -0.4 -0.1
0.5 1.0 -0.1
-0.8 0.0 0.4
0.1 -1.0 -0.1
0.5 1.1 -0.1
-0.7 -0.2 0.6
-0.8 0.5 -0.1
0.0 0.1 0.9
0.5 0.8 -0.5
-0.3 1.1 0.1
-0.1 -1.2 -0.2
0.2 0.0 -1.3
-0.5 0.3 0.7
-0.4 -1.0 -0.2
0.9 -0.1 -0.6
-0.7 -0.4 -0.7
0.0 0.2 -1.1
1.1 0.4 -0.1
0.4 0.8 1.1
0.9 0.5 0.5
-0.3 -0.2 -0.9
1.0 -0.1 0.3
-0.4 0.1 -1.1
-0.3 0.7 0.3
1.0 0.3 0.5
-0.4 0.5 0.4
-0.5 0.9 0.2
0.1 0.0 0.9
-1.0 -0.5 -0.3
0.4 0.0 0.1
-0.1 -0.1 0.0
-0.2 0.1 -0.2
-0.2 0.0 0.2
0.1 0.4 0.1
0.0 0.4 -0.1
0.1 -0.1 -0.1
-0.1 -0.2 0.0
-0.2 -0.1 0.1
0.1 0.1 -0.1
-0.1 0.0 0.0
0.0 0.1 0.1
0.1 0.0 0.0
0.0 -0.1 0.0
0.0 0.1 0.0
-0.1 0.0 0.0
0.1 0.0 0.0
0.0 0.1 0.0
0.2 -0.4 0.0
0.0 -0.2 0.0
0.0 -0.1 0.2

Atom charges from the Löwdin analysis, given in e for atoms 1 to 8:
1. C -0.12
2. C -0.20
3. C -0.26
4. C -0.09
5. C -0.28
6. O 0.04
7. C -0.39
8. O 0.19

=====

[2]
The following is a quantum chemistry calculation of 4 unconnected molecules or ions with the total composition C29H46F4IN2O13 in a non-equilibrium geometry, from OMol25.

Results
E_LUMO, eV: -3.179
Total energy, eV: -79370.0209
HOMO-LUMO gap, eV: 8.5
Maximum force, eV/A: 6.79
Charge: +1

Cartesian coordinates (Å):
1 C 4.4574 -1.5286 0.9089
2 O 5.5606 -2.4134 0.5922
3 C 6.5257 -1.7762 -0.2709
4 C 5.8599 -1.0480 -1.5673
5 C 6.9265 -0.9138 -2.7739
6 C 7.2396 0.6563 -3.0739
7 C 5.9420 1.3947 -3.6659
8 C 5.6911 2.8760 -3.0723
9 C 4.5108 2.9517 -1.9903
10 C 3.0640 2.4943 -2.5873
11 C 2.8447 3.0927 -4.0571
12 C 1.3150 3.1418 -4.5564
13 C 0.2931 2.2428 -3.7141
14 C 0.3646 0.6574 -4.0993
15 N 0.1436 -0.0921 -2.8023
16 C -1.1977 0.0038 -2.2454
17 C -2.5237 0.7272 -2.7617
18 O -3.7111 -0.0738 -2.5917
19 O -3.5795 -1.2887 -3.1937
20 C -1.0196 -0.8112 -0.9509
21 C -2.1337 -1.0797 0.1920
22 C -1.8628 0.0619 1.3200
23 C -2.1273 1.5566 0.7974
24 I -2.9689 -0.2588 3.1649
25 N 0.3371 -1.3106 -0.8981
26 F 0.9469 -2.0803 0.0160
27 C 1.0979 -0.8670 -2.0479
28 O 2.4467 -1.1109 -2.3356
29 H 3.6698 -1.6133 0.0646
30 H 3.9913 -1.8513 1.9067
31 H 4.7993 -0.4423 0.9911
32 H 7.2757 -2.5362 -0.6922
33 H 7.1299 -0.9712 0.2771
34 H 5.4685 -0.0322 -1.2215
35 H 4.9926 -1.7365 -1.8830
36 H 7.9038 -1.4292 -2.4438
37 H 6.4927 -1.4480 -3.6875
38 H 8.0665 0.6378 -3.8814
39 H 7.6893 1.1439 -2.1455
40 H 6.0835 1.4960 -4.7945
41 H 5.0252 0.7438 -3.4582
42 H 6.6947 3.1976 -2.5949
43 H 5.5286 3.6252 -3.9377
44 H 4.8195 2.2835 -1.1036
45 H 4.4405 4.0215 -1.5580
46 H 2.2846 2.8631 -1.8176
47 H 3.0816 1.3380 -2.5725
48 H 3.2258 4.1839 -4.0271
49 H 3.4937 2.5210 -4.7990
50 H 0.9348 4.2296 -4.6098
51 H 1.3226 2.7816 -5.6562
52 H -0.7687 2.5720 -4.0384
53 H 0.3292 2.4011 -2.5842
54 H 1.3975 0.3722 -4.4896
55 H -0.4897 0.3406 -4.7947
56 H -2.3562 1.0764 -3.8464
57 H -2.6645 1.6689 -2.1081
58 H -3.6042 -1.9706 -2.4785
59 H -3.1917 -1.0367 -0.2378
60 H -1.8925 -2.1012 0.6625
61 H -0.7314 -0.0016 1.5493
62 H -3.2549 1.7529 0.8193
63 H -1.7061 1.7824 -0.2383
64 H -1.5855 2.2623 1.5343
65 H 2.5574 -1.7480 -3.0786
66 C -1.3836 -5.2452 0.8391
67 C -1.8553 -6.5646 1.3633
68 O -2.0433 -6.3157 2.7414
69 C -2.3601 -4.9945 2.8343
70 O -2.8455 -4.4877 3.8005
71 O -2.0606 -4.3230 1.6826
72 F -0.9001 -7.5122 1.2228
73 H -0.3034 -5.1110 0.9470
74 H -1.6536 -5.0920 -0.2071
75 H -2.7927 -6.9152 0.9219
76 C -4.9854 -1.7810 7.1226
77 C -5.5355 -1.0312 8.2937
78 O -4.9827 0.2612 8.1375
79 C -4.8071 0.4213 6.7980
80 O -4.6148 1.4767 6.2651
81 O -4.8847 -0.7652 6.1328
82 F -5.0886 -1.5534 9.4589
83 H -3.9935 -2.1985 7.3165
84 H -5.6457 -2.5849 6.7949
85 H -6.6271 -0.9639 8.3127
86 C -7.4647 3.3936 4.2728
87 C -7.0651 2.0693 3.7073
88 O -7.1051 2.2851 2.3114
89 C -6.8260 3.6083 2.1425
90 O -6.5081 4.0997 1.0990
91 O -6.9450 4.3017 3.3102
92 F -7.9734 1.1128 4.0208
93 H -8.5498 3.5142 4.3383
94 H -7.0317 3.5741 5.2577
95 H -6.0640 1.7402 3.9996

Atomic forces in eV per Å
-0.4 -0.1 -0.1
0.1 1.2 -0.4
0.4 0.9 -1.4
0.3 -1.0 0.5
-0.2 0.8 1.0
0.2 -1.4 -0.9
0.2 0.4 0.2
0.7 0.1 -0.1
0.3 0.1 -0.1
1.1 0.1 0.7
-0.1 0.6 0.7
0.2 -0.2 -0.5
-1.1 0.1 -1.3
0.8 0.7 0.8
0.0 -1.1 0.8
3.2 -3.8 4.6
1.3 0.5 0.0
0.9 2.5 1.4
0.5 -2.4 -1.0
-1.4 1.1 -1.8
1.7 0.3 0.3
1.2 0.5 -1.5
-0.1 0.0 0.9
0.4 0.0 -0.8
0.0 2.7 -4.3
-0.7 0.2 0.0
-3.0 0.8 -0.3
-3.2 0.4 0.5
1.1 0.3 1.4
0.8 0.4 -1.5
-0.4 -1.4 0.0
-1.3 0.7 1.0
-0.8 -1.1 -0.4
0.3 -1.3 -0.8
1.1 1.2 0.4
-1.5 0.7 -0.7
0.8 0.9 1.1
-1.2 0.3 1.3
-0.8 -0.6 -1.1
-0.3 -0.3 1.5
1.2 0.8 -0.4
-1.7 -0.4 -0.6
0.1 -1.2 1.4
-0.7 0.9 -1.3
0.1 -1.6 -0.8
1.1 -0.6 -1.4
-0.3 1.8 -0.2
-0.5 -1.8 -0.2
-0.9 0.8 1.0
0.6 -1.8 0.3
-0.3 0.5 1.7
1.6 -0.4 0.6
0.3 -0.3 -1.6
-1.5 0.4 0.4
1.5 0.4 0.9
-0.4 -0.8 1.5
-0.1 -1.6 -1.1
0.0 0.9 -0.4
1.6 0.0 0.5
-0.7 1.5 -0.7
-1.9 -0.1 0.0
1.6 -0.1 -0.1
-0.5 -0.6 1.4
-1.1 -1.0 -1.2
-0.3 0.4 0.5
0.3 0.5 -0.8
0.4 -0.8 0.1
-0.3 0.6 -0.5
-0.6 0.7 1.7
0.5 -0.3 -1.0
-0.1 -0.3 0.3
-0.1 -0.1 -0.1
0.0 -0.3 0.1
-0.1 0.1 0.2
0.1 -0.1 0.0
0.0 -1.0 -0.4
0.2 -0.2 0.8
-0.3 -0.1 -0.8
0.4 1.2 -0.6
-0.2 -0.9 0.3
0.0 0.7 0.3
-0.1 0.0 0.1
-0.1 0.1 0.2
0.1 0.2 -0.2
0.1 0.0 0.2
-0.1 0.5 0.9
-0.3 -0.6 0.1
0.4 0.5 0.3
0.3 0.9 -1.2
-0.3 -0.4 0.9
0.1 -0.5 -0.6
0.0 -0.2 0.0
0.0 -0.2 -0.1
0.1 0.1 -0.2
-0.1 -0.1 0.0

Atom charges from the Löwdin analysis, given in e for atoms 1 to 8:
1. C -0.12
2. O -0.22
3. C -0.22
4. C -0.19
5. C -0.19
6. C -0.20
7. C -0.21
8. C -0.21

=====

[3]
The following is a quantum chemistry calculation of 7 unconnected molecules or ions with the total composition C39H39N6O8S, from OMol25.

Results
E_LUMO, eV: 1.793
Total energy, eV: -77232.7730
HOMO-LUMO gap, eV: 7.4
Maximum force, eV/A: 0.46
Charge: -1

Cartesian coordinates (Å):
1 O 5.9644 2.4878 6.1278
2 C 4.8816 2.7527 6.6899
3 O 4.6339 3.4680 7.6683
4 C 3.6627 2.0855 6.0473
5 C 3.5527 1.6408 4.7894
6 C 4.5767 1.6810 3.7038
7 C 4.8532 3.1195 3.2606
8 C 6.0058 3.3051 2.2389
9 C 6.8757 2.0657 2.0632
10 S 8.2466 2.3773 0.9804
11 O 9.3686 2.8177 1.7489
12 O 7.8395 3.1318 -0.1597
13 O 8.5729 0.9027 0.4245
14 C 2.2074 1.0407 4.6238
15 O 1.7354 0.5030 3.6576
16 O 1.5211 1.1612 5.7925
17 C 2.3693 1.7900 6.7379
18 O 1.9943 1.9541 7.8492
19 H 4.1836 1.1152 2.8534
20 H 5.4660 1.2019 4.1102
21 H 3.9362 3.4833 2.7883
22 H 5.0430 3.7534 4.1221
23 H 6.6582 4.1008 2.6058
24 H 5.6321 3.6425 1.2733
25 H 6.3125 1.2189 1.6694
26 H 7.3053 1.7799 3.0251
27 H 8.3939 0.2497 1.1144
28 N -2.2913 -1.8419 0.2710
29 C -1.7262 -2.0733 1.4583
30 C -0.7933 -1.2284 2.0403
31 C -0.4181 -0.0827 1.3578
32 C -0.9930 0.1724 0.1212
33 C -1.9211 -0.7332 -0.3725
34 H -2.0379 -2.9802 1.9666
35 H -0.3686 -1.4590 3.0080
36 H 0.3067 0.5919 1.7914
37 H -0.7370 1.0524 -0.4529
38 H -2.3959 -0.5606 -1.3316
39 N -2.2157 1.7382 -2.6733
40 C -2.1098 1.5090 -3.9829
41 C -2.1897 2.5082 -4.9409
42 C -2.3879 3.8132 -4.5181
43 C -2.5005 4.0648 -3.1605
44 C -2.4102 2.9975 -2.2812
45 H -1.9640 0.4767 -4.2678
46 H -2.0997 2.2641 -5.9911
47 H -2.4559 4.6217 -5.2352
48 H -2.6595 5.0665 -2.7858
49 H -2.4969 3.1543 -1.2122
50 N -3.4067 -1.1476 -5.2781
51 C -3.5834 -1.5366 -6.5394
52 C -4.6241 -2.3546 -6.9505
53 C -5.5307 -2.7941 -5.9981
54 C -5.3599 -2.3976 -4.6822
55 C -4.2857 -1.5758 -4.3750
56 H -2.8533 -1.1720 -7.2549
57 H -4.7197 -2.6379 -7.9899
58 H -6.3568 -3.4353 -6.2780
59 H -6.0409 -2.7165 -3.9054
60 H -4.1182 -1.2420 -3.3559
61 N -5.3146 2.6263 -0.7828
62 C -6.3313 2.9648 0.0084
63 C -6.8276 2.1532 1.0164
64 C -6.2382 0.9141 1.2144
65 C -5.1804 0.5437 0.4008
66 C -4.7558 1.4319 -0.5771
67 H -6.7693 3.9403 -0.1771
68 H -7.6535 2.4876 1.6298
69 H -6.5940 0.2507 1.9925
70 H -4.6830 -0.4103 0.5202
71 H -3.9237 1.1835 -1.2221
72 N -1.6706 -4.9447 3.7067
73 C -0.5995 -5.4924 3.1380
74 C -0.1423 -6.7681 3.4346
75 C -0.8346 -7.5141 4.3742
76 C -1.9514 -6.9561 4.9755
77 C -2.3264 -5.6727 4.6072
78 H -0.0835 -4.8748 2.4102
79 H 0.7354 -7.1619 2.9407
80 H -0.5086 -8.5130 4.6350
81 H -2.5210 -7.5006 5.7163
82 H -3.1940 -5.2008 5.0553
83 N 3.5705 -0.1050 -3.9721
84 C 2.3940 0.5078 -3.8600
85 C 1.2636 0.1358 -4.5736
86 C 1.3606 -0.9311 -5.4511
87 C 2.5786 -1.5795 -5.5791
88 C 3.6475 -1.1284 -4.8193
89 H 2.3571 1.3371 -3.1622
90 H 0.3321 0.6677 -4.4442
91 H 0.4989 -1.2540 -6.0223
92 H 2.7007 -2.4184 -6.2512
93 H 4.6167 -1.6108 -4.8894

Atomic forces in eV per Å
0.0 -0.1 -0.2
0.1 0.2 0.4
-0.1 0.0 -0.1
-0.1 -0.2 -0.1
0.1 0.1 0.2
-0.4 -0.1 0.0
-0.1 0.1 -0.4
0.2 0.2 0.3
-0.2 -0.1 0.2
0.2 0.1 0.0
0.0 0.0 0.1
-0.1 -0.1 -0.1
-0.2 0.0 -0.1
0.0 0.0 -0.2
0.0 0.1 0.1
-0.1 0.0 0.1
0.2 0.0 0.1
-0.1 -0.1 -0.2
0.1 -0.1 0.0
0.1 0.1 -0.1
0.0 0.1 0.1
0.0 -0.2 0.1
0.0 0.0 -0.1
0.0 -0.2 -0.1
0.0 0.1 -0.2
0.1 0.0 -0.1
0.2 0.0 0.0
0.0 0.1 0.0
0.0 -0.1 0.0
0.0 0.0 0.0
0.0 0.1 -0.1
0.0 -0.1 0.1
0.0 -0.1 0.0
0.0 0.0 0.1
0.0 0.0 0.0
0.0 0.0 0.0
0.0 0.0 0.0
0.1 0.1 0.0
0.0 0.2 -0.1
0.0 0.0 0.2
0.0 0.0 0.0
0.0 0.0 0.0
0.0 0.0 0.0
0.1 -0.1 0.0
-0.1 0.0 -0.1
0.0 0.0 0.0
0.0 0.0 0.0
0.0 0.0 0.0
0.0 0.0 0.0
0.0 -0.1 -0.1
0.0 0.0 0.0
0.0 0.0 0.0
0.0 0.0 0.0
0.0 0.0 0.0
0.1 0.1 0.1
0.0 0.0 0.0
0.0 0.0 0.0
0.0 0.0 0.0
0.0 0.0 0.0
0.0 0.0 0.0
0.0 -0.1 0.1
0.0 0.1 -0.1
0.0 0.0 0.0
0.0 0.0 0.0
0.0 -0.1 0.0
-0.1 0.1 0.0
0.0 0.0 0.0
0.0 0.0 0.0
0.0 0.0 0.0
0.0 0.0 0.0
0.0 -0.1 0.0
0.0 0.0 0.0
0.0 0.1 0.0
0.0 0.0 0.0
0.0 0.0 0.0
0.0 0.0 0.0
0.0 0.0 0.0
0.0 0.0 0.0
0.0 0.0 0.0
0.0 0.0 0.0
0.0 0.0 0.0
0.0 0.0 0.0
0.0 0.0 0.0
0.0 0.0 0.0
0.0 0.0 0.0
0.0 0.0 0.0
0.0 0.0 0.0
0.0 0.0 0.0
0.0 0.0 0.0
0.0 0.0 0.0
0.0 0.0 0.0
0.0 0.0 0.0
0.0 0.0 0.0

Atom charges from the Löwdin analysis, given in e for atoms 1 to 8:
1. O -0.03
2. C -0.68
3. O 0.00
4. C 0.04
5. C -0.07
6. C -0.15
7. C -0.16
8. C -0.20